Record 1
A cluster of 3 separate species, C3H12O3 in total in a non-equilibrium geometry. Source: the Open Molecules 2025 dataset; level of theory: ωB97M-V with the def2-TZVPD basis set.

```
18
Properties=species:S:1:pos:R:3:forces:R:3
C 1.309 0.737 -0.326 3.374 0.169 -1.078
C 0.265 0.020 -1.171 -0.613 3.375 0.538
C -0.518 -1.060 -0.436 -0.646 0.187 -0.629
O -0.671 1.272 -1.334 0.025 -3.127 -0.543
H 0.921 0.874 0.647 -0.559 0.502 1.019
H 2.213 0.120 -0.184 -0.322 -0.361 0.042
H 1.875 1.727 -0.674 -2.097 -1.881 0.153
H 0.624 -0.377 -2.132 -0.214 0.676 0.081
H -1.618 -0.854 -0.744 1.587 -0.809 1.255
H -0.248 -2.037 -0.842 -0.127 -0.028 -0.001
H -0.258 -1.102 0.645 -0.869 0.321 -0.613
H -1.528 0.808 -1.446 0.419 1.021 -0.164
H 0.445 -4.415 4.272 -0.315 -0.584 -1.842
H 1.478 -3.742 3.634 0.910 0.512 -0.925
O 0.785 -4.329 3.328 -0.594 0.082 2.761
H -1.408 4.800 -1.351 2.810 2.278 -0.360
H -1.655 3.408 -0.688 0.414 0.502 -0.390
O -2.013 4.149 -1.197 -3.183 -2.836 0.696
```
Forces are in eV/Å.

Results
- frontier orbital gap (eV) = 11.178
- LUMO energy (eV) = 0.65
- highest occupied orbital energy (Eh) = -0.38704
- multiplicity = 1
- energy above the lowest of the compared OMol25 structures with the same formula, charge and spin (eV) = 1.488
- net charge = 0
- SMILES = CC(C)O.O.O

natural (NBO) atomic charge list, values in e, 6 entries: atom 1 (C): -0.6249, atom 2 (C): 0.0828, atom 3 (C): -0.6328, atom 4 (O): -0.7545, atom 5 (H): 0.2086, atom 6 (H): 0.2014

***

Record 2
The ion C2H6ClN2 with charge +1 in a non-equilibrium geometry. Source: the Open Molecules 2025 dataset; level of theory: ωB97M-V with the def2-TZVPD basis set.

```
11
Properties=species:S:1:pos:R:3:forces:R:3
C 0.973 -0.232 0.263 -1.930 -0.467 -0.600
C -0.247 0.806 0.323 1.329 -0.316 0.156
N 0.706 -1.516 0.095 1.052 1.505 -0.336
N -1.197 0.468 -0.719 -1.821 -0.245 1.867
Cl 2.520 0.354 0.281 0.318 -0.169 0.349
H 0.127 1.844 0.406 0.214 -0.561 -0.641
H -0.693 0.671 1.326 0.082 -0.348 -0.457
H 1.488 -2.204 -0.030 -1.185 0.784 0.154
H -0.264 -1.728 -0.197 0.591 -0.050 0.346
H -1.316 1.037 -1.558 0.688 0.114 0.536
H -2.098 0.500 -0.190 0.661 -0.246 -1.376
```
Forces are in eV/Å.

Results
- frontier orbital gap (eV) = 9.645
- LUMO energy (eV) = -5.25
- highest occupied orbital energy (Eh) = -0.54735
- multiplicity = 1
- energy above the lowest of the compared OMol25 structures with the same formula, charge and spin (eV) = 1.075
- net charge = +1
- SMILES = NCC(=[NH2+])Cl

natural (NBO) atomic charge list, values in e, 6 entries: atom 1 (C): 0.3563, atom 2 (C): -0.2892, atom 3 (N): -0.6615, atom 4 (N): -0.8550, atom 5 (Cl): 0.2288, atom 6 (H): 0.2421